1.
Molecular formula: C21H24N10O4PdSe2
Method: DFT, wB97M-V/def2-TZVPD

Summary:
**E_tot**: -179428.5854 eV
**E_HOMO (alpha / beta)**: -0.89 / 0.07 eV
**Charge**: -2
**Largest force on an atom**: 1.86 eV/A
**Energy relative to the best compared isomer or geometry (same formula, charge and spin)**: 18.82 kcal/mol

XYZ file:
```
62
Properties=species:S:1:pos:R:3:forces:R:3:nbo_charge:R:1
Pd 2.4328 -0.8022 0.1274 0.2 0.0 -0.4 0.782
N 4.3841 -3.3998 -1.1143 0.0 -0.2 -0.2 -0.597
C 3.2370 -3.0986 -1.8016 -0.8 0.6 -0.3 0.437
N 2.8104 -3.7368 -2.8851 0.6 -0.2 0.4 -0.410
N 1.6960 -3.0870 -3.2347 -0.4 -0.2 -0.6 -0.142
N 1.4578 -2.1207 -2.4292 -0.5 0.4 -0.1 -0.149
N 2.4151 -2.0761 -1.5030 0.7 -0.8 0.0 -0.428
C 4.7269 -2.8067 0.0697 0.1 0.6 0.8 0.436
N 5.8094 -3.1222 0.7743 -0.3 -0.5 -0.9 -0.411
N 5.7742 -2.3068 1.8293 0.2 0.1 0.5 -0.132
N 4.7471 -1.5442 1.7800 0.1 0.4 0.6 -0.120
N 4.0472 -1.8153 0.6775 0.6 -0.5 -0.3 -0.366
H 4.8844 -4.2302 -1.3781 -0.1 0.0 0.0 0.412
O -1.2764 -0.4365 2.9871 -0.8 -0.1 0.2 -0.797
C -0.0111 0.1814 2.8438 0.7 0.3 -0.3 -0.099
C 1.0980 -0.5240 3.6550 -0.3 0.0 0.1 -0.171
C 0.7700 -0.3443 5.1571 0.4 0.2 -0.2 -0.040
O -0.4701 -0.8806 5.5434 -0.6 0.0 0.1 -0.766
C 2.4739 0.1181 3.4210 0.0 0.2 -0.4 -0.551
Se 2.7562 0.9935 1.6733 0.2 0.5 0.5 -0.256
C 1.1113 -2.0270 3.3568 -0.3 -0.5 -0.4 -0.561
Se 0.7239 -2.5753 1.4745 -0.5 -0.2 0.6 -0.510
H -1.2301 -1.2414 2.4438 0.2 -0.3 -0.2 0.500
H -0.1229 1.2122 3.1947 0.0 0.0 0.0 0.165
H 0.2685 0.1993 1.7827 -0.1 0.0 0.4 0.234
H 0.7955 0.7346 5.3898 0.1 -0.1 0.0 0.136
H 1.5339 -0.8397 5.7656 0.1 0.0 0.0 0.162
H -1.0708 -0.7141 4.7912 0.1 -0.2 0.1 0.493
H 3.2754 -0.6186 3.5061 -0.1 0.1 0.1 0.241
H 2.6412 0.9069 4.1613 0.0 0.0 -0.1 0.192
H 0.3403 -2.5144 3.9633 0.2 0.0 -0.1 0.210
H 2.0784 -2.4614 3.6167 0.0 0.1 0.1 0.209
C -2.3091 1.1925 0.2071 0.1 -0.3 0.6 -0.255
O -2.7414 2.1003 -0.7891 -0.6 0.1 -0.9 -0.537
C -3.7469 1.6911 -1.6365 0.5 -0.2 0.3 0.328
C -4.9329 2.4016 -1.5488 -0.4 0.1 -0.2 -0.252
C -6.0271 2.1259 -2.3583 0.2 0.0 0.1 -0.250
C -5.9331 1.0875 -3.2723 -0.2 0.1 0.0 -0.225
C -4.7632 0.3721 -3.3821 0.5 -0.1 0.2 -0.237
C -3.6265 0.6508 -2.5960 -1.1 1.1 0.1 0.095
N -2.5169 -0.1188 -2.8042 1.3 -0.6 -0.1 -0.565
C -1.2263 0.0161 -2.3361 0.1 0.3 -0.3 0.144
C -0.4580 1.1740 -2.2569 -0.2 -0.6 0.3 -0.253
C -0.6888 2.3846 -2.9392 0.1 0.8 -0.3 -0.147
C 0.2604 3.3805 -2.9369 -1.2 -0.1 -0.6 -0.284
C 1.4657 3.2129 -2.2538 0.6 -0.9 0.9 -0.165
C 1.7013 2.0685 -1.5178 1.1 1.1 -0.3 -0.308
C 0.7279 1.0627 -1.4284 -0.6 -1.4 1.1 0.532
O 0.7602 0.0901 -0.5854 -0.1 0.8 -1.3 -0.648
H -3.1038 1.0020 0.9400 0.1 0.1 -0.1 0.176
H -1.4667 1.6820 0.6917 0.0 -0.2 0.1 0.218
H -1.9604 0.2425 -0.2044 0.0 0.0 0.1 0.194
H -4.9865 3.1909 -0.8124 0.1 0.0 0.1 0.220
H -6.9376 2.7001 -2.2633 0.0 0.0 0.0 0.202
H -6.7752 0.8415 -3.9077 0.0 0.0 0.0 0.202
H -4.6902 -0.4366 -4.0999 0.0 0.0 -0.1 0.199
H -2.6980 -0.9895 -3.2888 0.0 0.0 0.3 0.402
H -0.7397 -0.9133 -2.0677 0.2 -0.1 0.0 0.270
H -1.6117 2.5054 -3.4928 0.0 0.1 0.0 0.200
H 0.0818 4.3015 -3.4806 -0.1 -0.1 0.0 0.196
H 2.2087 4.0028 -2.2703 0.0 -0.1 0.0 0.200
H 2.6266 1.9558 -0.9483 -0.3 -0.1 -0.2 0.245
```
Forces are in eV/Å.


2.
Molecular formula: C21H24N2O2S
Method: DFT, wB97M-V/def2-TZVPD

Summary:
**E_tot**: -40077.3263 eV
**E_HOMO**: -7.84 eV
**Charge**: 0
**SMILES**: COCCn1c(C)cc(C(=O)CSc2cc(C)c3ccccc3n2)c1C
**Largest force on an atom**: 0.81 eV/A
**Energy relative to the best compared isomer or geometry (same formula, charge and spin)**: 31.51 kcal/mol

XYZ file:
```
50
Properties=species:S:1:pos:R:3:forces:R:3:nbo_charge:R:1
C -1.4498 3.7855 2.9776 0.0 0.0 0.0 -0.250
O -0.3590 2.8973 3.0288 0.1 0.0 0.1 -0.532
C -0.1621 2.1393 1.8645 0.2 -0.1 -0.2 -0.067
C 0.4130 2.9524 0.6852 -0.3 0.1 0.6 -0.242
N 0.7926 2.0815 -0.3906 0.0 -0.1 -0.2 -0.337
C 2.0036 1.4371 -0.4959 0.5 -0.2 -0.1 0.140
C 3.1467 1.7385 0.4076 -0.2 0.1 -0.1 -0.646
C 1.9360 0.5787 -1.5533 -0.1 0.2 0.1 -0.250
C 0.6444 0.7090 -2.1315 0.0 0.7 0.3 -0.253
C 0.0940 -0.0156 -3.2662 0.1 0.0 -0.1 0.574
O -0.6915 0.4647 -4.0587 0.0 0.0 -0.1 -0.563
C 0.4743 -1.4850 -3.3379 -0.4 -0.2 0.1 -0.615
S -0.9703 -2.3662 -2.6487 0.0 -0.1 -0.3 0.279
C -0.7717 -2.0513 -0.9284 0.6 0.0 0.0 0.092
C -1.9268 -2.1091 -0.1196 0.0 0.1 0.3 -0.276
C -1.8228 -1.8506 1.2193 0.0 -0.1 -0.3 0.062
C -3.0296 -1.8774 2.1036 0.0 0.0 0.0 -0.644
C -0.5313 -1.5564 1.7467 0.3 0.0 -0.3 -0.056
C -0.2846 -1.2825 3.1048 0.1 0.0 0.2 -0.202
C 0.9870 -1.0373 3.5511 -0.3 0.0 0.2 -0.224
C 2.0692 -1.0619 2.6610 0.1 0.0 -0.2 -0.214
C 1.8660 -1.3156 1.3323 0.1 0.0 0.2 -0.194
C 0.5675 -1.5579 0.8441 -0.4 0.1 0.5 0.148
N 0.4219 -1.7941 -0.4749 -0.1 -0.4 -0.4 -0.461
C -0.0331 1.6608 -1.3863 -0.2 -0.4 -0.5 0.227
C -1.4274 2.1452 -1.5520 0.0 0.0 0.1 -0.663
H -2.3666 3.2685 2.6698 0.0 0.0 0.0 0.165
H -1.5753 4.1715 3.9873 -0.1 0.1 0.0 0.197
H -1.2678 4.6231 2.2959 0.0 0.0 0.0 0.163
H -1.0997 1.6537 1.5539 0.1 0.0 0.0 0.162
H 0.5495 1.3576 2.1414 -0.1 0.0 -0.1 0.203
H 1.2868 3.5065 1.0366 -0.1 0.0 -0.1 0.216
H -0.3297 3.6653 0.3197 0.1 0.0 0.0 0.210
H 2.8928 1.5517 1.4504 0.1 0.0 0.1 0.219
H 3.4555 2.7804 0.3105 0.1 0.0 0.1 0.217
H 3.9897 1.1086 0.1387 0.1 0.0 0.0 0.231
H 2.7307 -0.0441 -1.9114 0.2 -0.2 0.0 0.219
H 1.3377 -1.7470 -2.7344 0.1 0.0 -0.1 0.253
H 0.5608 -1.8297 -4.3667 0.0 0.0 0.0 0.249
H -2.8735 -2.3425 -0.5820 -0.2 0.0 0.0 0.223
H -2.9178 -2.6403 2.8730 0.0 0.0 0.1 0.227
H -3.9209 -2.0989 1.5222 -0.1 0.0 0.0 0.223
H -3.1645 -0.9165 2.5988 0.0 0.0 0.1 0.223
H -1.1073 -1.2715 3.8032 -0.1 0.0 0.1 0.212
H 1.1621 -0.8286 4.5960 0.0 0.0 0.1 0.217
H 3.0670 -0.8814 3.0342 0.1 0.0 0.0 0.217
H 2.6815 -1.3432 0.6284 0.1 0.0 -0.1 0.227
H -1.4488 3.2250 -1.7032 -0.1 0.1 0.0 0.219
H -1.8589 1.6737 -2.4303 0.0 0.0 0.0 0.266
H -2.0410 1.9057 -0.6825 -0.1 0.0 0.1 0.209
```
Forces are in eV/Å.


3.
Molecular formula: C21H24N2O3
Method: DFT, wB97M-V/def2-TZVPD

Summary:
**E_tot**: -31288.3674 eV
**E_HOMO**: -7.70 eV
**Charge**: 0
**SMILES**: COc1cc2c(cc1OC)N1C(=O)C[C@]34C=CCN5CC[C@@H]2[C@@H](CC3)[C@]514
**Largest force on an atom**: 3.14 eV/A
**Energy relative to the best compared isomer or geometry (same formula, charge and spin)**: 63.71 kcal/mol

XYZ file:
```
50
Properties=species:S:1:pos:R:3:forces:R:3:nbo_charge:R:1
C 0.7384 -0.3693 5.3946 -0.1 -0.7 -0.8 -0.247
O 1.2628 0.6651 4.5900 0.1 0.3 -0.2 -0.495
C 1.1257 0.5621 3.2229 0.0 -0.1 0.5 0.222
C 0.2692 -0.3598 2.6075 0.3 0.3 -0.6 -0.242
C 0.0946 -0.3872 1.2258 0.8 1.4 -0.6 -0.040
C 0.8211 0.5686 0.4088 -0.9 -1.5 0.9 0.136
C 1.7138 1.4160 1.0482 0.7 0.8 -0.1 -0.282
C 1.8859 1.4472 2.4349 -0.7 -1.3 -0.1 0.317
O 2.8523 2.2211 3.0154 -0.3 0.8 -0.3 -0.521
C 2.4215 3.5812 3.1911 0.2 0.4 0.4 -0.254
N 0.6167 0.5259 -0.9999 -0.6 0.5 -0.4 -0.483
C 0.9344 1.5088 -1.9307 -0.4 0.3 0.2 0.707
O 1.6657 2.4326 -1.7540 1.5 1.1 0.6 -0.584
C 0.1014 1.3903 -3.1797 -0.5 -0.9 0.0 -0.483
C -1.0202 0.4685 -2.7231 -0.8 -0.6 -1.7 -0.115
C -1.5987 -0.3464 -3.8702 1.2 -2.8 0.6 -0.167
C -1.3710 -1.6887 -3.9830 -0.5 2.5 0.3 -0.198
C -0.4753 -2.4235 -3.0114 0.2 1.2 0.0 -0.257
N 0.2651 -1.5828 -2.0283 0.7 -0.6 -1.4 -0.491
C 0.8765 -2.4129 -0.9397 -1.1 0.7 -0.5 -0.213
C -0.1450 -2.6742 0.1760 1.1 0.8 0.0 -0.408
C -0.8729 -1.3691 0.6085 0.4 0.6 -0.3 -0.231
C -1.5241 -0.6998 -0.6242 0.8 0.2 -0.4 -0.254
C -2.3795 0.5495 -0.6823 -0.3 0.9 1.9 -0.394
C -2.2327 1.1570 -2.0820 0.9 0.9 1.2 -0.396
C -0.3891 -0.3463 -1.5914 -0.2 -2.3 0.4 0.389
H -0.3422 -0.5044 5.2666 0.1 0.0 -0.2 0.169
H 0.8752 -0.1343 6.4315 0.4 0.4 0.4 0.199
H 1.2733 -1.3042 5.1530 -0.4 0.1 0.2 0.176
H -0.2887 -1.1054 3.1575 0.0 0.2 0.3 0.212
H 2.3581 2.0906 0.4819 -0.3 -0.2 0.0 0.258
H 3.2980 4.2181 3.3963 -0.2 -0.5 -0.1 0.193
H 1.7610 3.6460 4.0659 0.0 0.0 -0.2 0.178
H 1.9078 3.9889 2.3075 0.1 -0.3 0.1 0.181
H 0.6476 0.9797 -4.0359 0.1 -0.1 0.4 0.245
H -0.2848 2.3430 -3.4999 0.1 0.6 0.1 0.236
H -2.2626 0.1257 -4.5722 -0.1 0.4 -0.1 0.209
H -1.9252 -2.2115 -4.7783 0.6 -0.1 0.5 0.217
H -1.1126 -3.1127 -2.4900 -0.3 -1.0 0.3 0.178
H 0.2762 -2.9359 -3.6059 0.0 -0.5 0.1 0.216
H 1.2271 -3.3826 -1.3312 -0.1 0.5 -0.2 0.211
H 1.7394 -1.8950 -0.5275 0.1 0.2 -0.1 0.209
H 0.4617 -3.0933 0.9931 -0.6 0.0 0.1 0.217
H -0.8486 -3.3975 -0.1754 -0.7 -0.6 0.0 0.200
H -1.6053 -1.6345 1.3501 -0.5 -0.1 0.4 0.218
H -2.1023 -1.4465 -1.1207 -0.4 -0.9 -0.6 0.209
H -2.0702 1.2972 0.0842 -0.1 -0.5 -0.4 0.212
H -3.4220 0.3352 -0.4860 -0.3 -0.1 0.2 0.211
H -2.0381 2.2295 -1.9706 -0.1 0.0 -0.1 0.213
H -3.1591 1.0699 -2.6178 -0.2 -0.2 -0.6 0.218
```
Forces are in eV/Å.


4.
Molecular formula: C21H24N2O3S
Method: DFT, wB97M-V/def2-TZVPD

Summary:
**E_tot**: -42124.4101 eV
**E_HOMO**: -8.40 eV
**Charge**: 0
**SMILES**: C[C@@H]1Cc2cc(S(=O)(=O)NCc3ccccc3)ccc2N1C(=O)C1CCC1
**Largest force on an atom**: 0.83 eV/A
**Energy relative to the best compared isomer or geometry (same formula, charge and spin)**: 34.42 kcal/mol

XYZ file:
```
51
Properties=species:S:1:pos:R:3:forces:R:3:nbo_charge:R:1
C 2.6805 -0.7079 -0.5842 -0.1 0.0 -0.3 -0.616
C 1.6846 -0.3593 -1.6887 0.7 -0.1 0.0 -0.021
C 1.3845 1.1513 -1.7041 -0.1 0.0 -0.2 -0.443
C 0.0329 1.2362 -1.0667 -0.1 -0.1 0.0 0.031
C -0.6706 2.3433 -0.6542 0.1 -0.2 -0.2 -0.187
C -1.9245 2.1435 -0.1005 -0.4 0.5 0.2 -0.348
S -2.8422 3.5648 0.4518 0.2 0.3 -0.2 2.302
O -3.1021 4.4307 -0.6622 0.2 0.1 0.0 -0.939
O -3.9547 3.1351 1.2542 0.2 -0.3 0.1 -0.948
N -1.7141 4.3840 1.4010 -0.5 -0.3 -0.6 -0.860
C -1.6354 3.9075 2.7746 -0.1 -0.3 0.3 -0.259
C -0.9367 2.5756 2.7739 0.1 -0.1 0.4 -0.052
C 0.4182 2.5080 2.4751 0.0 0.0 0.1 -0.156
C 1.0647 1.2871 2.4234 0.1 0.1 0.0 -0.233
C 0.3612 0.1187 2.6640 0.0 -0.1 0.0 -0.216
C -0.9883 0.1792 2.9639 0.0 -0.1 0.1 -0.203
C -1.6343 1.4023 3.0204 0.1 0.1 0.2 -0.200
C -2.4749 0.8846 0.0185 -0.1 0.1 -0.1 -0.167
C -1.7723 -0.2359 -0.4002 -0.1 -0.1 -0.1 -0.230
C -0.5080 -0.0486 -0.9374 -0.4 0.5 0.2 0.165
N 0.3926 -1.0018 -1.4197 -0.2 0.0 -0.1 -0.437
C 0.0925 -2.3290 -1.5797 0.3 0.0 -0.2 0.702
O -0.9869 -2.7800 -1.2534 -0.2 -0.2 0.1 -0.617
C 1.1519 -3.2309 -2.1761 -0.2 0.2 0.0 -0.313
C 0.5810 -4.4385 -2.9468 -0.2 0.0 -0.3 -0.389
C 1.4694 -5.3836 -2.1278 0.0 -0.3 0.0 -0.399
C 1.7884 -4.2251 -1.1742 0.2 0.0 0.3 -0.386
H 2.2956 -0.3589 0.3707 0.0 0.1 0.1 0.215
H 2.8350 -1.7807 -0.5230 0.0 -0.1 0.0 0.214
H 3.6368 -0.2288 -0.7794 0.1 0.1 0.0 0.214
H 2.0703 -0.6852 -2.6586 -0.1 0.1 0.1 0.206
H 2.1358 1.7141 -1.1512 0.1 0.0 0.0 0.223
H 1.3491 1.5452 -2.7223 0.0 0.0 0.0 0.226
H -0.2801 3.3435 -0.7443 0.2 0.1 0.0 0.236
H -1.9012 5.3735 1.3269 -0.1 0.2 -0.2 0.407
H -2.6400 3.8051 3.2038 0.2 0.1 0.1 0.213
H -1.0649 4.6358 3.3568 -0.1 0.0 -0.1 0.215
H 0.9628 3.4202 2.2811 0.1 0.1 -0.1 0.204
H 2.1226 1.2506 2.2043 0.1 0.0 0.0 0.209
H 0.8625 -0.8375 2.6233 0.0 -0.1 0.0 0.213
H -1.5397 -0.7296 3.1513 -0.1 -0.1 0.0 0.217
H -2.6892 1.4503 3.2443 -0.1 0.0 0.0 0.224
H -3.4579 0.7931 0.4512 -0.1 -0.1 0.1 0.244
H -2.1944 -1.2219 -0.3138 0.0 0.0 0.0 0.263
H 1.8972 -2.6873 -2.7513 0.0 0.0 0.0 0.209
H 0.7418 -4.4300 -4.0225 0.0 0.0 0.0 0.204
H -0.4782 -4.5684 -2.7364 0.0 0.0 0.0 0.235
H 0.9693 -6.2400 -1.6829 0.0 -0.1 0.0 0.208
H 2.3427 -5.7291 -2.6777 0.0 0.0 0.0 0.200
H 1.2249 -4.2790 -0.2449 0.0 0.0 0.0 0.217
H 2.8423 -4.0668 -0.9503 0.0 0.0 0.1 0.203
```
Forces are in eV/Å.